Here is a 11-piece molecular cluster, C27H84O35P8 overall at a distorted geometry from the Open Molecules 2025 dataset. Energies are from ωB97M-V/def2-TZVPD.

XYZ file:
```
154
Properties=species:S:1:pos:R:3:forces:R:3:mulliken_charge:R:1
C 35.740 10.143 22.686 -0.83 0.57 -1.03 -0.63
O 36.771 9.307 23.180 1.01 0.32 -0.42 -0.24
P 37.475 8.299 22.148 -0.91 0.02 -0.20 0.92
O 38.591 7.566 22.746 -0.38 0.17 -0.22 -0.68
O 37.819 9.201 20.841 -0.46 -0.90 1.04 -0.21
C 37.827 8.644 19.515 -0.82 -0.16 -0.23 -0.66
O 36.184 7.417 21.707 0.83 0.62 -1.09 -0.27
C 35.574 6.487 22.609 0.90 0.88 0.93 -0.65
H 35.713 10.181 21.597 -0.01 -0.55 -0.14 0.25
H 35.864 11.207 22.886 0.37 -0.19 0.92 0.28
H 34.767 9.794 23.031 0.10 0.05 0.17 0.26
H 37.950 7.561 19.517 0.48 0.09 0.10 0.31
H 38.549 9.163 18.884 0.25 -0.15 0.45 0.26
H 36.851 8.808 19.058 -0.14 0.15 0.09 0.26
H 34.891 7.023 23.269 -0.59 0.01 -0.41 0.23
H 36.356 6.209 23.315 -0.01 -1.01 -0.22 0.34
H 35.103 5.688 22.036 0.22 0.10 0.26 0.22
C 46.191 10.060 16.637 0.95 -1.16 1.10 -0.68
O 45.084 10.092 15.775 -0.37 -0.55 -1.62 -0.28
P 44.849 8.815 14.791 0.35 0.61 0.28 1.00
O 46.059 8.139 14.260 -1.66 0.90 0.37 -0.68
O 43.828 9.453 13.723 3.10 -0.52 -0.18 -0.33
C 42.650 10.018 14.149 -2.59 -0.52 0.65 -0.58
O 43.902 7.928 15.727 0.14 -0.76 0.00 -0.24
C 43.703 6.515 15.428 -0.59 0.14 0.03 -0.67
H 45.839 9.750 17.621 0.01 0.34 0.22 0.23
H 46.778 10.976 16.705 -0.63 0.31 -0.29 0.26
H 46.900 9.284 16.348 0.04 -0.03 -0.27 0.33
H 42.626 10.298 15.202 0.29 0.22 -0.07 0.31
H 41.929 9.208 14.032 -0.59 0.16 0.20 0.25
H 42.272 10.831 13.530 0.69 0.12 -0.13 0.26
H 42.649 6.252 15.518 -0.30 0.67 -0.36 0.27
H 44.105 5.856 16.198 0.93 0.39 -0.21 0.24
H 44.036 6.313 14.410 0.21 -0.32 0.29 0.32
C 38.373 12.595 28.849 -1.39 0.30 0.31 -0.69
O 39.727 12.278 28.558 0.65 1.42 -1.85 -0.28
P 40.395 13.143 27.309 0.81 -1.88 -0.29 0.90
O 40.728 14.581 27.467 -0.78 -1.87 -0.17 -0.67
O 39.357 12.735 26.075 1.18 0.35 2.44 -0.17
C 39.562 13.416 24.868 -0.40 0.20 -1.67 -0.71
O 41.739 12.240 26.984 -1.58 1.98 0.80 -0.33
C 41.699 10.823 26.956 -0.57 -0.31 0.36 -0.52
H 38.020 13.524 28.401 0.43 0.30 0.04 0.33
H 38.193 12.655 29.922 0.51 0.06 0.03 0.27
H 37.645 11.871 28.484 0.50 -0.55 -0.26 0.26
H 39.773 12.719 24.057 0.46 -0.38 0.23 0.26
H 40.353 14.165 24.897 -0.18 0.07 0.16 0.34
H 38.613 13.834 24.530 0.00 0.53 0.38 0.25
H 41.088 10.431 27.769 0.01 0.06 0.10 0.27
H 42.719 10.479 27.125 -0.11 -0.05 -0.47 0.24
H 41.225 10.501 26.029 0.45 -0.24 -0.15 0.22
C 39.608 1.371 19.415 0.16 -1.18 0.41 -0.67
O 39.243 1.076 18.072 -0.12 -0.75 -0.88 -0.23
P 39.971 -0.028 17.163 0.34 0.63 0.10 1.04
O 41.393 0.279 16.887 -1.51 -0.63 -0.16 -0.68
O 39.743 -1.445 17.935 -0.59 2.41 -0.02 -0.29
C 40.085 -2.627 17.276 0.41 -1.33 0.05 -0.70
O 38.975 -0.043 15.882 1.38 0.31 0.57 -0.34
C 37.588 -0.172 16.057 -1.45 -1.04 0.95 -0.67
H 39.863 2.425 19.532 -0.11 -0.19 -0.08 0.24
H 40.422 0.711 19.715 0.40 0.39 0.02 0.31
H 38.782 1.039 20.044 -0.17 0.55 0.08 0.28
H 39.217 -3.075 16.793 0.02 0.28 -0.41 0.25
H 40.369 -3.350 18.041 0.19 0.09 0.06 0.24
H 40.935 -2.484 16.609 -0.15 -0.07 -0.18 0.36
H 37.322 -0.269 17.110 0.11 0.24 0.17 0.31
H 37.220 -1.107 15.635 0.33 -0.07 -0.41 0.29
H 36.949 0.616 15.657 0.74 0.40 -0.26 0.28
C 30.778 -2.204 15.295 -0.11 -0.51 -0.90 -0.70
O 30.839 -0.851 15.696 -1.01 0.83 2.31 -0.24
P 30.054 -0.401 17.044 1.72 1.36 1.95 1.06
O 30.378 -1.138 18.333 -0.89 1.11 -3.10 -0.67
O 30.555 1.181 17.104 -1.16 -2.29 -0.80 -0.32
C 31.887 1.495 17.454 0.31 0.55 1.08 -0.71
O 28.488 -0.198 16.697 3.76 -1.36 -1.97 -0.31
C 27.732 0.556 17.549 -1.85 0.73 1.43 -0.66
H 30.069 -2.142 14.470 0.14 -0.95 -0.15 0.26
H 30.480 -2.925 16.056 -0.29 0.34 0.22 0.35
H 31.772 -2.517 14.976 -0.09 0.19 -0.24 0.24
H 31.759 2.176 18.295 0.46 0.26 -0.06 0.27
H 32.431 1.989 16.649 -0.30 -0.06 -0.17 0.26
H 32.496 0.676 17.834 -0.31 -0.38 -0.21 0.33
H 27.291 1.421 17.053 0.03 -0.11 -0.32 0.24
H 28.285 0.958 18.398 -0.06 -0.34 0.19 0.33
H 26.950 -0.153 17.823 -0.34 0.62 0.73 0.27
C 34.477 8.360 32.826 -1.07 0.70 -0.93 -0.62
O 35.821 8.598 32.465 1.48 -0.93 -0.14 -0.39
P 36.649 7.319 31.970 1.44 0.04 1.31 0.97
O 38.045 7.607 31.584 -1.27 -0.10 0.20 -0.68
O 36.469 6.299 33.238 -0.68 1.28 -1.84 -0.33
C 36.950 4.978 33.152 1.06 -1.12 1.02 -0.64
O 35.771 6.647 30.846 -0.58 -1.03 0.72 -0.11
C 35.769 7.115 29.521 0.79 1.26 -0.55 -0.72
H 34.240 7.297 32.777 -0.14 0.14 0.73 0.34
H 33.886 8.834 32.043 -0.30 -0.01 -0.06 0.26
H 34.242 8.917 33.733 0.15 -0.64 0.26 0.25
H 37.256 4.586 32.181 -0.16 0.57 -0.27 0.25
H 36.270 4.248 33.590 -0.60 0.38 -0.17 0.27
H 37.809 4.929 33.821 0.31 -0.03 -0.22 0.29
H 35.216 8.053 29.471 -0.56 -0.19 -0.16 0.28
H 35.399 6.359 28.828 -0.05 0.06 0.32 0.22
H 36.779 7.433 29.263 0.20 -0.41 -0.28 0.36
C 45.875 3.869 23.510 0.32 -1.24 1.35 -0.69
O 46.750 4.248 22.460 0.37 1.87 -1.07 -0.35
P 47.081 5.823 22.247 -0.73 -0.20 0.09 1.01
O 47.028 6.573 23.533 0.15 -0.44 -1.68 -0.66
O 48.470 5.782 21.398 -2.96 -1.23 2.03 -0.34
C 49.063 7.002 21.088 1.39 0.85 -1.25 -0.68
O 46.025 6.334 21.085 1.88 -0.93 1.18 -0.19
C 44.814 6.980 21.354 -1.22 1.14 0.04 -0.69
H 45.291 4.609 24.057 0.12 0.59 -0.74 0.32
H 46.517 3.437 24.277 -0.02 -0.12 0.14 0.28
H 45.223 3.059 23.182 -0.01 0.24 -0.37 0.29
H 50.003 7.094 21.633 -0.02 0.00 0.01 0.27
H 48.508 7.930 21.226 -0.52 -0.34 0.29 0.32
H 49.265 6.891 20.023 0.33 0.51 -0.04 0.27
H 44.798 7.916 20.796 0.09 0.03 -0.13 0.23
H 44.611 7.268 22.385 0.55 -0.31 0.26 0.33
H 43.944 6.416 21.018 0.25 -0.42 -0.11 0.29
C 38.609 -0.106 30.028 -0.11 0.59 1.73 -0.63
O 38.144 0.050 28.715 0.14 0.32 -1.35 -0.37
P 37.935 1.475 28.027 0.81 0.62 -1.15 0.84
O 37.502 1.418 26.603 0.11 -0.09 2.14 -0.69
O 36.955 2.308 29.040 2.76 0.02 -0.93 0.06
C 35.602 2.007 29.108 -1.11 -0.95 0.44 -0.71
O 39.422 2.171 28.198 -2.37 0.26 0.08 -0.29
C 39.518 3.540 27.728 0.52 0.91 -0.11 -0.70
H 37.802 -0.544 30.617 -0.03 0.08 0.07 0.28
H 38.884 0.859 30.453 -0.18 0.10 0.13 0.27
H 39.489 -0.725 30.206 0.02 -0.26 -1.03 0.28
H 35.213 1.705 28.135 -0.23 0.37 -0.03 0.34
H 35.075 2.837 29.579 0.03 0.17 -0.45 0.18
H 35.468 1.165 29.787 -0.11 -0.24 0.04 0.29
H 38.612 4.114 27.533 -0.67 -0.83 0.13 0.28
H 40.077 3.618 26.796 0.14 -0.53 0.09 0.28
H 40.015 4.168 28.468 0.29 -0.49 0.23 0.30
C 37.250 13.799 16.887 0.43 -0.05 0.35 -0.48
O 37.666 13.290 15.638 -0.42 0.02 -0.57 -0.50
H 36.998 14.859 16.903 0.04 0.15 -0.33 0.25
H 36.355 13.268 17.211 0.20 -0.19 -0.05 0.20
H 38.083 13.639 17.572 -0.26 0.04 0.56 0.23
H 38.310 13.886 15.251 0.01 0.02 0.04 0.30
C 36.601 5.438 14.428 -1.72 -0.37 0.14 -0.42
O 35.826 5.327 13.228 0.67 0.18 -0.59 -0.51
H 36.220 4.612 15.029 0.72 -0.10 0.64 0.19
H 37.677 5.365 14.275 -0.31 0.09 -0.31 0.22
H 36.281 6.359 14.915 0.66 0.21 0.27 0.23
H 34.910 5.420 13.501 -0.02 -0.01 -0.14 0.30
C 32.439 15.350 23.798 -1.44 -0.70 0.19 -0.42
O 32.025 14.320 22.912 0.85 -0.44 -1.09 -0.52
H 31.647 16.098 23.772 0.36 0.55 0.23 0.23
H 32.482 14.931 24.803 0.38 0.31 0.22 0.22
H 33.400 15.753 23.479 -0.19 -0.17 -0.04 0.19
H 31.239 13.833 23.169 0.05 0.43 0.48 0.30
```
Forces are in eV/Å.

The LUMO energy is -0.00259 Ha. As for the energy above the lowest of the compared OMol25 structures with the same formula, charge and spin: 5.437 eV. Its multiplicity is 1. The calculation puts the max |F| at 0.087 Eh/bohr. The total energy comes out at -6443.8780 a.u. The HOMO energy is -10.4 eV. The SMILES is COP(=O)(OC)OC.COP(=O)(OC)OC.COP(=O)(OC)OC.COP(=O)(OC)OC.COP(=O)(OC)OC.COP(=O)(OC)OC.COP(=O)(OC)OC.COP(=O)(OC)OC.CO.CO.CO.